1.
A structure of composition C27H44BrF16IN3O5S, computed with ωB97M-V/def2-TZVPD.

Each line ends with the Mulliken charge.
Positions of all 98 atoms, in Å:
C (-1.72, -1.53, 0.42)  -1.393
C (-1.29, -0.21, -0.18)  -0.110
C (-2.39, 0.83, -0.06)  -0.680
O (-2.03, 2.05, -0.72)  -0.336
C (-1.88, 3.20, 0.06)  -1.018
C (-0.39, 3.47, 0.37)  0.946
C (0.06, 3.34, 1.82)  -0.988
N (-0.65, 2.23, 2.44)  -0.360
N (-0.12, 4.55, 2.61)  -0.434
Br (-1.88, 4.74, 3.26)  0.001
C (0.56, 5.74, 2.07)  0.035
S (-0.50, 7.20, 2.29)  -0.157
C (1.02, 5.61, 0.53)  -1.047
I (2.96, 4.66, 0.49)  0.262
O (0.99, 6.84, -0.07)  -0.252
C (2.14, 7.59, -0.45)  -0.207
C (2.95, 8.22, 0.69)  -0.143
C (4.47, 8.04, 0.54)  -1.294
N (0.03, 4.79, -0.26)  0.701
C (0.40, 4.48, -1.69)  -1.355
C (0.39, 5.63, -2.68)  -0.057
C (0.94, 5.11, -4.03)  -0.863
C (1.86, 6.14, -4.70)  -1.106
C (3.31, 5.98, -4.29)  0.384
O (3.71, 4.64, -4.47)  -0.347
C (4.87, 4.25, -3.75)  -0.667
H (-0.87, -2.20, 0.51)  0.380
H (-2.45, -2.01, -0.23)  0.348
H (-2.16, -1.41, 1.41)  0.329
H (-0.37, 0.17, 0.28)  0.166
H (-1.08, -0.33, -1.24)  0.305
H (-3.27, 0.44, -0.56)  0.523
H (-2.66, 1.00, 0.98)  0.331
H (-2.47, 3.18, 0.97)  0.607
H (-2.26, 4.02, -0.56)  0.326
H (0.14, 2.72, -0.20)  0.449
H (1.12, 3.12, 1.85)  0.282
H (-0.46, 2.26, 3.44)  0.262
H (-0.22, 1.36, 2.12)  0.251
H (1.48, 5.88, 2.63)  0.465
H (0.44, 8.13, 2.08)  0.120
H (2.79, 7.05, -1.14)  -0.061
H (1.72, 8.40, -1.04)  0.436
H (2.76, 9.29, 0.68)  0.444
H (2.61, 7.86, 1.66)  0.105
H (4.98, 8.94, 0.88)  0.374
H (4.83, 7.23, 1.16)  0.336
H (4.75, 7.82, -0.49)  0.256
H (-0.80, 5.40, -0.32)  0.636
H (-0.34, 3.76, -2.02)  0.580
H (1.36, 3.97, -1.71)  0.365
H (-0.63, 5.98, -2.82)  0.322
H (1.01, 6.45, -2.36)  -0.071
H (0.12, 4.90, -4.71)  0.414
H (1.52, 4.21, -3.87)  0.609
H (1.57, 7.15, -4.43)  0.380
H (1.78, 6.08, -5.79)  0.442
H (3.46, 6.31, -3.26)  -0.440
H (3.91, 6.65, -4.92)  0.406
H (5.68, 4.03, -4.44)  0.272
H (4.65, 3.35, -3.18)  0.229
H (5.21, 5.02, -3.06)  0.289
C (-5.37, -7.25, 2.11)  -0.694
C (-6.46, -6.23, 2.44)  0.861
C (-6.93, -5.28, 1.33)  0.077
F (-5.94, -4.47, 0.92)  -0.209
F (-7.93, -4.50, 1.82)  -0.261
F (-6.12, -5.51, 3.53)  -0.269
F (-7.57, -6.96, 2.75)  -0.321
O (-4.04, -6.96, 2.53)  -0.359
C (-3.14, -6.30, 1.75)  0.692
C (-2.63, -5.02, 2.43)  0.212
F (-3.65, -4.17, 2.64)  -0.245
F (-1.74, -4.42, 1.61)  -0.211
F (-3.59, -6.06, 0.50)  -0.298
F (-2.04, -7.10, 1.62)  -0.301
H (-5.63, -8.12, 2.71)  0.399
H (-5.41, -7.57, 1.07)  0.336
H (-7.32, -5.85, 0.48)  0.280
H (-2.15, -5.27, 3.38)  0.257
C (0.62, -8.47, 0.47)  -0.509
C (1.53, -8.34, 1.70)  0.903
C (2.92, -7.74, 1.50)  0.073
F (3.68, -8.52, 0.70)  -0.228
F (3.53, -7.66, 2.71)  -0.264
F (1.62, -9.52, 2.34)  -0.279
F (0.89, -7.46, 2.54)  -0.314
O (0.51, -9.75, -0.14)  -0.408
C (1.35, -10.16, -1.14)  0.750
C (2.11, -11.44, -0.74)  0.213
F (2.88, -11.21, 0.34)  -0.222
F (2.91, -11.79, -1.77)  -0.256
F (2.19, -9.19, -1.54)  -0.296
F (0.58, -10.50, -2.20)  -0.304
H (-0.38, -8.29, 0.85)  0.251
H (0.81, -7.69, -0.26)  0.429
H (2.85, -6.74, 1.08)  0.283
H (1.41, -12.24, -0.53)  0.248

## Properties
E_tot = -6463.07857 Eh
relative energy (zero: lowest compared OMol25 entry of this formula, charge and spin) = 0.000 eV
net charge = +1
LUMO = -3.1 eV
2S+1 = 1
gap between HOMO and LUMO = 8.81 eV

=====

2.
A structure of composition C28H34BBr2N8PbS at a distorted geometry, computed with ωB97M-V/def2-TZVPD.

Each line ends with the Mulliken charge.
Positions of all 75 atoms, in Å:
Pb (-0.49, 0.69, -0.18)  1.225
C (0.98, -0.19, -3.68)  -1.466
C (1.45, -1.12, -2.62)  2.204
C (2.22, -2.21, -3.29)  -1.858
C (2.25, -0.44, -1.61)  0.367
C (3.63, -0.59, -1.31)  -1.418
C (3.93, 0.28, -0.29)  -0.514
N (2.77, 0.83, 0.07)  0.694
N (1.76, 0.47, -0.74)  -0.076
B (2.49, 1.78, 1.17)  -0.289
N (1.50, 0.97, 2.26)  0.409
C (1.97, 0.49, 3.40)  -0.471
C (1.01, -0.27, 4.02)  -1.415
C (-0.16, -0.09, 3.18)  -0.111
N (0.14, 0.66, 2.12)  -0.214
C (-1.49, -0.75, 3.42)  1.168
C (-1.35, -2.27, 3.64)  -1.139
C (-2.57, -0.38, 2.41)  -1.654
N (1.86, 3.02, 0.61)  -0.103
C (2.25, 4.29, 0.59)  -0.572
C (1.26, 5.02, -0.05)  -0.698
C (0.33, 4.13, -0.40)  -0.523
N (0.63, 2.95, 0.07)  0.271
C (-0.91, 4.51, -1.15)  1.509
C (-0.68, 4.04, -2.64)  -1.355
C (-1.30, 5.86, -0.98)  -1.709
H (0.41, -0.73, -4.45)  0.474
H (0.26, 0.51, -3.27)  0.070
H (1.87, 0.24, -4.22)  0.373
H (0.55, -1.52, -2.14)  -0.868
H (3.21, -1.85, -3.61)  0.384
H (2.44, -3.08, -2.68)  0.388
H (1.72, -2.56, -4.18)  0.428
H (4.23, -1.06, -2.00)  0.600
H (4.79, 0.59, 0.28)  0.524
H (3.41, 2.22, 1.79)  -0.103
H (2.95, 0.75, 3.69)  0.587
H (0.99, -0.74, 4.97)  0.598
H (-1.82, -0.30, 4.34)  0.599
H (-1.40, -2.80, 2.66)  0.063
H (-0.39, -2.53, 4.16)  0.325
H (-2.19, -2.59, 4.22)  0.541
H (-2.54, -0.93, 1.48)  0.242
H (-3.51, -0.70, 2.80)  0.524
H (-2.84, 0.67, 2.23)  0.283
H (3.20, 4.55, 1.03)  0.522
H (1.42, 6.04, -0.32)  0.388
H (-2.48, 3.84, 0.70)  0.178
H (0.10, 4.75, -3.07)  0.350
H (-0.29, 3.00, -2.74)  0.216
H (-1.56, 4.22, -3.24)  0.450
H (-0.48, 6.51, -1.35)  0.327
H (-2.27, 6.20, -1.35)  0.370
H (-1.48, 6.03, 0.06)  0.461
Br (-5.38, -4.84, -1.75)  -0.118
C (-3.99, -3.63, -1.62)  -0.275
C (-4.06, -2.48, -2.38)  -0.723
C (-3.12, -1.51, -2.12)  -0.542
N (-2.07, -1.64, -1.31)  0.409
C (-2.00, -2.80, -0.63)  0.259
C (-2.98, -3.75, -0.70)  -0.707
C (-0.82, -3.01, 0.25)  0.171
C (-0.52, -4.30, 0.72)  -0.646
C (0.51, -4.52, 1.59)  -0.796
Br (0.75, -6.20, 2.44)  -0.134
C (1.40, -3.45, 1.81)  -1.225
C (1.05, -2.23, 1.25)  -0.276
N (-0.02, -1.96, 0.51)  1.473
H (-4.93, -2.21, -2.97)  0.377
H (-3.22, -0.59, -2.64)  0.468
H (-3.00, -4.63, -0.03)  0.480
H (-1.04, -5.17, 0.35)  0.711
H (2.22, -3.50, 2.50)  0.538
H (1.79, -1.47, 1.44)  0.224
S (-2.34, 3.51, -0.53)  -0.226

## Properties
E_tot = -7289.21960 Eh
net charge = +1
LUMO = -3.0 eV
2S+1 = 1
gap between HOMO and LUMO = 8.40 eV

=====

3.
A cluster of 7 separate species, C39H38F2N7O13P in total at a distorted geometry, computed with ωB97M-V/def2-TZVPD.

Each line ends with the Mulliken charge.
Positions of all 100 atoms, in Å:
O (-3.19, 10.85, -2.17)  -0.611
N (-3.56, 9.76, -1.75)  1.000
O (-2.80, 8.85, -1.43)  -0.582
C (-5.00, 9.53, -1.61)  -0.134
C (-5.89, 10.53, -2.00)  -0.365
C (-7.26, 10.30, -1.89)  -0.434
C (-7.72, 9.09, -1.40)  -0.385
C (-6.83, 8.10, -1.00)  -0.516
C (-5.46, 8.32, -1.11)  -0.137
H (-5.54, 11.48, -2.39)  0.426
H (-7.96, 11.07, -2.20)  0.366
H (-8.79, 8.91, -1.32)  0.364
H (-7.20, 7.15, -0.61)  0.396
H (-4.77, 7.54, -0.80)  0.614
O (-1.19, 1.40, -2.67)  -0.642
N (-0.47, 0.41, -2.79)  0.989
O (0.75, 0.45, -2.83)  -0.532
C (-1.12, -0.89, -2.88)  -0.028
C (-2.52, -0.97, -2.87)  -0.263
C (-3.13, -2.21, -2.99)  -0.750
C (-2.36, -3.36, -3.11)  -0.341
C (-0.97, -3.28, -3.11)  -0.701
C (-0.35, -2.04, -3.00)  0.031
H (-3.13, -0.08, -2.78)  0.490
H (-4.21, -2.28, -2.99)  0.395
H (-2.84, -4.33, -3.21)  0.421
H (-0.37, -4.18, -3.21)  0.461
H (0.74, -1.99, -3.01)  0.493
O (-2.22, 3.01, 3.54)  -0.684
N (-2.11, 2.20, 4.45)  1.001
O (-2.89, 1.28, 4.65)  -0.599
C (-0.98, 2.35, 5.37)  0.183
C (-0.09, 3.41, 5.20)  -0.098
C (0.96, 3.56, 6.09)  -0.565
C (1.13, 2.66, 7.14)  -0.404
C (0.25, 1.60, 7.30)  -0.471
C (-0.82, 1.44, 6.41)  -0.373
H (-0.21, 4.12, 4.39)  0.334
H (1.66, 4.39, 5.97)  0.382
H (1.96, 2.78, 7.83)  0.379
H (0.38, 0.90, 8.11)  0.380
H (-1.50, 0.61, 6.55)  0.436
O (-2.03, -5.41, -6.38)  -0.613
N (-1.48, -5.99, -5.47)  1.045
O (-1.91, -6.05, -4.32)  -0.594
C (-0.21, -6.67, -5.75)  0.100
C (0.33, -6.60, -7.03)  -0.349
C (1.55, -7.22, -7.29)  -0.452
C (2.21, -7.91, -6.28)  -0.373
C (1.65, -7.99, -5.01)  -0.534
C (0.44, -7.37, -4.74)  -0.188
H (-0.17, -6.06, -7.83)  0.431
H (1.99, -7.16, -8.29)  0.368
H (3.16, -8.39, -6.49)  0.372
H (2.17, -8.54, -4.23)  0.371
H (0.02, -7.44, -3.74)  0.418
O (3.12, -2.26, 3.13)  -0.595
N (4.05, -1.79, 2.49)  1.068
O (5.20, -1.71, 2.89)  -0.610
C (3.76, -1.30, 1.14)  -0.014
C (2.45, -1.35, 0.66)  -0.649
C (2.17, -0.85, -0.62)  -0.042
C (3.20, -0.33, -1.40)  -0.182
C (4.51, -0.30, -0.91)  -0.727
C (4.79, -0.78, 0.36)  -0.313
H (1.64, -1.75, 1.25)  0.460
H (1.16, -0.88, -1.00)  0.274
H (2.98, 0.06, -2.39)  0.442
H (5.30, 0.11, -1.53)  0.378
H (5.81, -0.75, 0.72)  0.461
O (6.30, -5.81, 1.12)  -0.604
N (6.22, -6.72, 1.94)  1.000
O (6.40, -7.90, 1.68)  -0.604
C (5.88, -6.36, 3.32)  0.028
C (5.63, -5.03, 3.65)  -0.397
C (5.28, -4.70, 4.95)  -0.279
C (5.20, -5.70, 5.92)  -0.464
C (5.46, -7.02, 5.59)  -0.369
C (5.80, -7.36, 4.29)  -0.397
H (5.69, -4.25, 2.90)  0.529
H (5.08, -3.67, 5.21)  0.396
H (4.92, -5.44, 6.94)  0.362
H (5.40, -7.79, 6.35)  0.367
H (6.00, -8.40, 4.05)  0.423
N (0.14, 3.39, 0.96)  -0.555
C (-0.46, 3.58, -0.40)  -0.197
P (-1.97, 4.71, -0.35)  0.466
F (-3.30, 5.86, -0.29)  -0.343
C (-3.10, 3.41, 0.43)  0.102
C (-3.32, 2.10, -0.46)  0.520
O (-3.69, 2.18, -1.64)  -0.456
F (-3.08, 0.84, 0.20)  -0.303
H (0.18, 2.39, 1.19)  0.313
H (-0.47, 3.83, 1.68)  0.100
H (-0.63, 2.55, -0.88)  -0.215
H (0.34, 4.11, -1.06)  0.349
H (-1.27, 5.58, 0.58)  0.082
H (-1.93, 4.88, -1.77)  -0.025
H (-4.14, 3.90, 0.53)  0.378
H (-2.79, 3.17, 1.51)  -0.086

## Properties
E_tot = -3410.85576 Eh
LUMO = -0.9 eV
2S+1 = 1
gap between HOMO and LUMO = 8.10 eV
SMILES = O=[N+]([O-])c1ccccc1.O=[N+]([O-])c1ccccc1.O=[N+]([O-])c1ccccc1.O=[N+]([O-])c1ccccc1.O=[N+]([O-])c1ccccc1.O=[N+]([O-])c1ccccc1.NC[PH2](F)CC(=O)F